Entry 1:
Density functional theory data (ωB97M-V/def2-TZVPD) for a structure of composition C23H14CrF3N3S2.

Atoms and positions in Å:
Cr: 1.29508 -1.56516 -0.53508
S: 3.62239 -1.37233 -0.43948
C: 3.91907 -1.57155 1.27384
C: 5.22321 -1.67112 1.77645
C: 5.46427 -1.82636 3.12770
C: 4.39832 -1.89220 4.02571
C: 3.10557 -1.80086 3.54380
C: 2.85671 -1.64094 2.18025
S: 1.20046 -1.49825 1.59077
H: 6.04872 -1.62391 1.07580
H: 6.48445 -1.89992 3.48584
H: 4.57653 -2.01898 5.08635
H: 2.26384 -1.85588 4.22526
N: -6.23236 5.53544 -0.45605
C: -5.42065 4.72393 -0.52074
C: -4.39518 3.70481 -0.60286
C: -4.33326 2.87774 -1.71972
C: -3.34797 1.90703 -1.79289
C: -2.42428 1.75929 -0.76371
C: -2.49422 2.59321 0.34718
C: -3.47722 3.56546 0.43344
C: -1.35230 0.71878 -0.84653
C: -1.73012 -0.58725 -0.60124
C: -3.07160 -1.05500 -0.43586
C: -3.01453 -2.41818 -0.42234
C: -1.63391 -2.75178 -0.55121
N: -0.86309 -1.68630 -0.64391
C: -0.08119 1.18440 -1.20106
C: 0.25034 2.51565 -1.55171
C: 1.59703 2.53449 -1.84332
C: 2.04897 1.21232 -1.65230
N: 1.06141 0.39950 -1.28388
H: -5.04887 2.99547 -2.52193
H: -3.28715 1.25479 -2.65440
H: -1.77215 2.47721 1.14499
H: -3.53450 4.21490 1.29626
H: -3.94771 -0.42988 -0.36498
H: -3.82705 -3.11992 -0.32379
H: -1.20553 -3.73777 -0.54924
H: -0.44155 3.34332 -1.57843
H: 2.20370 3.37341 -2.14269
H: 3.05130 0.82450 -1.73636
F: 1.26035 -3.30796 -2.31968
C: 1.57208 -3.58950 -0.96106
F: 0.68743 -4.56327 -0.59897
F: 2.74518 -4.23136 -0.99815

Properties
Net charge   -1
Lowest unoccupied orbital energy (alpha / beta)   1.74 / 1.75 eV
Expectation value of S²   0.787
Orbital gap (alpha / beta)   0.2223 / 0.2269 Eh
Multiplicity   2

Entry 2:
Density functional theory data (ωB97M-V/def2-TZVPD) for a cluster of 2 separate species, C23H14F6N2O2 in total at a distorted geometry.

Atoms and positions in Å:
C: 2.38229 2.69730 1.07798
C: 3.13301 3.00831 0.02628
N: 3.81764 3.27062 -0.90582
C: 2.09775 1.37525 1.48015
C: 1.26867 1.13324 2.59152
C: 0.96852 -0.14381 2.97558
C: 1.48476 -1.22467 2.27623
N: 1.14538 -2.57722 2.68583
O: 1.64023 -3.52639 2.06253
O: 0.37559 -2.73271 3.64210
C: 2.30983 -1.01105 1.18206
C: 2.61274 0.26289 0.78535
H: 1.96342 3.50647 1.65266
H: 0.85812 1.96647 3.13346
H: 0.32223 -0.33298 3.81815
H: 2.69397 -1.86767 0.65128
H: 3.24134 0.42115 -0.07305
F: 4.81611 9.20125 0.55176
C: 5.92686 8.47501 0.31878
F: 6.05939 8.23803 -1.00033
F: 7.00920 9.12562 0.78696
C: 5.80244 7.15472 1.05027
C: 6.23995 5.97818 0.47036
C: 6.09778 4.78808 1.13269
C: 5.50457 4.73066 2.41080
C: 5.34123 3.46209 3.01582
C: 4.66332 3.09338 4.20162
C: 3.83666 3.95154 4.95393
C: 3.26700 3.53569 6.12522
C: 3.45602 2.24514 6.57590
C: 2.84358 1.81466 7.89212
F: 2.49885 0.51589 7.80674
F: 3.75695 1.99375 8.86584
F: 1.75493 2.57023 8.13467
C: 4.21343 1.35992 5.83143
C: 4.80326 1.76881 4.66501
C: 5.14199 5.95671 3.00423
C: 5.27400 7.13654 2.32516
H: 6.68523 6.01709 -0.50978
H: 6.43309 3.87840 0.66695
H: 5.81099 2.64710 2.49125
H: 3.57871 4.92518 4.59283
H: 2.65832 4.20416 6.71036
H: 4.32698 0.34927 6.18623
H: 5.39143 1.07269 4.09421
H: 4.82853 6.00204 4.02668
H: 4.97172 8.06797 2.77390

Properties
Lowest unoccupied orbital energy   -3.41 eV
Orbital gap   0.1273 Eh

Entry 3:
Density functional theory data (ωB97M-V/def2-TZVPD) for a structure of composition C23H14N5PdS.

Atoms and positions in Å:
Pd: 0.52486 0.81102 -0.67461
C: -2.77993 0.33248 -3.65441
C: -3.65159 1.35373 -3.33731
C: -3.33045 2.20321 -2.28674
C: -2.14115 2.00508 -1.57515
N: -1.29731 0.97868 -1.89974
C: -1.60452 0.18087 -2.90337
C: -1.69913 2.84273 -0.50011
C: -2.44022 3.96869 -0.03786
C: -1.92460 4.74215 0.95482
C: -0.65899 4.42098 1.51980
C: 0.07947 3.31281 1.08539
C: -0.41922 2.51065 0.09174
H: -2.98213 -0.34764 -4.47060
H: -4.56453 1.49793 -3.89933
H: -3.99413 3.01613 -2.03386
H: -0.89967 -0.60633 -3.14020
H: -3.39437 4.22900 -0.47223
H: -2.46449 5.60786 1.31364
H: -0.26180 5.05281 2.30549
H: 1.04058 3.11432 1.54176
S: 3.02000 -5.45598 2.83951
N: 1.57327 -4.75289 2.92527
C: 1.61159 -3.71197 2.11768
C: 0.54433 -2.78416 1.86824
C: -0.70873 -2.88258 2.48247
C: -1.66795 -1.93936 2.17222
C: -1.34477 -0.94033 1.26597
N: -0.14687 -0.84284 0.67557
C: 0.79295 -1.74108 0.96633
C: 2.11803 -1.59307 0.29627
N: 2.26542 -0.56528 -0.53727
C: 3.44764 -0.40257 -1.16135
C: 4.53121 -1.25127 -0.98647
C: 4.39685 -2.31881 -0.12510
C: 3.16802 -2.49711 0.53045
C: 2.92410 -3.56493 1.44337
N: 3.78164 -4.51343 1.79651
H: -0.90680 -3.68505 3.18244
H: -2.65144 -1.96914 2.61936
H: -2.06976 -0.18353 0.99466
H: 3.52126 0.44644 -1.82872
H: 5.45395 -1.06582 -1.51793
H: 5.20938 -3.01242 0.05338

Properties
Net charge   +3
Lowest unoccupied orbital energy (alpha / beta)   -9.85 / -13.28 eV
Expectation value of S²   6.078
Orbital gap (alpha / beta)   0.2714 / 0.1838 Eh
Multiplicity   5

Entry 4:
Density functional theory data (ωB97M-V/def2-TZVPD) for a structure of composition C23H15AgAsO6.

Atoms and positions in Å:
Ag: 0.12580 0.06334 -0.10367
O: -4.98457 -0.72095 -3.51003
C: -4.13712 -0.60752 -2.64950
C: -3.73050 0.68084 -1.96592
O: -4.26429 1.76612 -2.11006
C: -2.54745 0.34980 -1.15225
C: -2.30454 -1.06050 -1.20960
O: -1.32344 -1.62804 -0.62900
C: -3.24469 -1.70597 -2.12517
O: -3.28259 -2.88427 -2.45336
O: -1.80746 1.16824 -0.53208
O: 2.37026 0.29053 -0.39155
As: 2.45881 -0.63957 -1.78214
C: 4.29975 -0.68918 -2.32201
C: 4.73423 -1.52927 -3.34096
C: 6.07458 -1.53988 -3.69597
C: 6.97410 -0.71514 -3.02930
C: 6.53737 0.11710 -2.00807
C: 5.19445 0.13210 -1.64933
C: 1.49476 0.05197 -3.29125
C: 0.10684 -0.07245 -3.36200
C: -0.58423 0.52228 -4.40817
C: 0.10751 1.23527 -5.37716
C: 1.48976 1.35825 -5.30825
C: 2.18817 0.77142 -4.26314
C: 1.93060 -2.44705 -1.43778
C: 0.98924 -3.12683 -2.20032
C: 0.59011 -4.40008 -1.81642
C: 1.13809 -4.98812 -0.68831
C: 2.08280 -4.30754 0.07266
C: 2.47447 -3.03174 -0.29459
H: 4.03052 -2.17561 -3.85400
H: 6.41861 -2.19219 -4.48886
H: 8.02086 -0.72595 -3.30716
H: 7.24161 0.75442 -1.48831
H: 4.82920 0.76799 -0.85262
H: -0.44368 -0.62149 -2.60799
H: -1.66341 0.43530 -4.44831
H: -0.43614 1.70499 -6.18754
H: 2.02508 1.92149 -6.06252
H: 3.26309 0.88038 -4.20394
H: 0.53498 -2.66823 -3.06655
H: -0.17953 -4.90831 -2.38213
H: 0.81250 -5.97548 -0.38518
H: 2.49552 -4.76276 0.96388
H: 3.18078 -2.48002 0.31340

Properties
Net charge   -1
Lowest unoccupied orbital energy   2.18 eV
Orbital gap   0.2076 Eh